The following is a DFT calculation (ωB97M-V with the def2-TZVPD basis set) of 8 unconnected molecules or ions with the total composition C72H152N8O8 in a non-equilibrium geometry.

Last columns: bonded neighbours and bond lengths (Å).
Cartesian coordinates (Å):
1 H 0.72231 -2.91062 -4.95073  C234 1.089
2 C 2.63931 -0.09295 0.12843  H61 1.094, H122 1.087, H143 1.088, C198 1.543
3 H 5.68862 3.03408 0.49728  C170 1.094
4 H -6.86054 -1.29196 -2.05363  C119 1.097
5 H -2.04934 -2.03769 -2.33186  C227 1.092
6 H -5.72973 -1.48348 -0.75703  C119 1.091
7 C 6.12343 -0.58653 -1.16149  H105 1.094, C112 1.584, H209 1.085, H224 1.094
8 C 3.67049 3.78720 1.81773  H163 1.085, H178 1.095, H217 1.091, C230 1.541
9 H -3.73905 -6.45806 3.47619  C109 1.095
10 O -7.05953 2.29555 0.62639  H44 0.968, N148 1.430
11 H -3.00654 -5.80413 -5.00210  C146 1.091
12 H -0.77817 -4.42541 6.07274  C219 1.099
13 H -0.20052 3.64553 -1.70623  C74 1.089
14 H 0.25799 -1.55377 3.54345  C206 1.088
15 H -2.27278 -3.03056 -7.61081  C192 1.090
16 H 0.31536 5.55923 -0.00416  C42 1.091
17 H 2.37281 -1.84975 2.19686  C106 1.095
18 H 0.87104 -3.91035 6.17319  C219 1.090
19 C 8.84627 1.93057 -0.10129  H20 1.093, C98 1.527, H100 1.088, C173 1.548
20 H 9.73776 1.41798 -0.47137  C19 1.093
21 H -3.14377 -0.59110 8.26359  C201 1.094
22 H -0.55291 -1.21390 -2.95970  C227 1.085
23 N -2.00662 -3.13196 8.77905  O63 1.420, C81 1.463, C171 1.464
24 H -4.76194 3.05779 1.11627  C169 1.094
25 O -2.49892 -0.59209 -4.69569  H87 0.964, N141 1.426
26 C -2.25167 -3.39962 2.75727  C85 1.534, H91 1.098, H104 1.091, C123 1.545
27 C -4.06483 -2.78445 1.14423  C85 1.560, H86 1.089, H153 1.088, C193 1.549
28 H 8.58189 -1.58165 -1.15522  C213 1.094
29 H -2.20347 -1.34872 -7.18139  C192 1.091
30 H -0.58819 -1.78135 5.95750  C179 1.090
31 H -0.72087 -5.39372 3.74004  C180 1.092
32 H -0.81981 3.25570 -5.39332  C70 1.094
33 H -2.95052 -5.51556 4.71280  C109 1.091
34 H 0.11958 1.77260 -5.72743  C70 1.088
35 H 9.10074 3.80951 -1.09271  C98 1.088
36 C -4.27857 0.78995 -1.35213  H69 1.097, C120 1.539, H158 1.101, C176 1.523
37 H -0.38646 -5.45056 1.97334  C180 1.089
38 H -0.55063 3.31520 2.26677  C231 1.096
39 C -7.12458 0.27409 -0.60786  C46 1.521, C113 1.531, C119 1.548, N148 1.481
40 H -2.00662 -0.19457 7.05000  C201 1.092
41 O 1.21281 4.75350 -4.46122  N68 1.424, H164 0.962
42 C 1.17481 6.00023 0.50377  H16 1.091, H56 1.091, H190 1.092, C197 1.530
43 H 0.34868 -5.47396 7.97662  C57 1.091
44 H -7.68238 2.53503 -0.07497  O10 0.968
45 H -4.79180 -0.59758 -5.63927  C184 1.090
46 C -7.76597 -0.56983 0.48364  C39 1.521, H88 1.090, H161 1.092, H237 1.099
47 H 2.69208 8.18483 0.18735  C124 1.088
48 H -3.24963 -1.45247 2.68119  C85 1.090
49 H -6.26637 -4.40769 0.44593  C111 1.090
50 H -1.89827 -4.73532 10.95267  C152 1.094
51 H 2.21393 -0.33846 -3.40278  C189 1.094
52 H -4.60264 -3.70263 -1.29575  C73 1.094
53 N 7.13937 1.30302 -2.43760  C60 1.492, C112 1.446, O239 1.403
54 H 1.30200 1.18441 4.40041  C80 1.091
55 H -0.34151 2.96424 3.93384  C231 1.091
56 H 0.88685 6.95936 0.93728  C42 1.091
57 C -0.09494 -4.47971 8.04478  H43 1.091, C171 1.547, C219 1.518, H221 1.098
58 O 0.49993 1.78147 0.28847  H75 0.970, N128 1.400
59 H 9.90779 2.82392 -3.77579  C156 1.097
60 C 8.12288 2.42369 -2.49632  N53 1.492, C98 1.533, C147 1.536, C156 1.539
61 H 2.13705 0.14261 -0.81417  C2 1.094
62 H 3.70642 4.85642 -4.35754  C205 1.092
63 O -3.26158 -3.08809 9.44165  N23 1.420, H210 0.963
64 H 8.16012 4.31976 -3.46626  C147 1.096
65 H 10.35725 1.91361 -2.45703  C156 1.093
66 C -3.48849 -2.40619 -5.78656  C108 1.539, N141 1.442, C184 1.549, C192 1.535
67 H -1.31417 -6.69583 2.72686  C180 1.094
68 N 1.54295 3.49736 -3.87819  O41 1.424, C94 1.463, C185 1.481
69 H -3.34639 1.08617 -1.84835  C36 1.097
70 C -0.41428 2.33458 -4.96396  H32 1.094, H34 1.088, C94 1.548, H145 1.094
71 H 5.34630 3.64646 -1.18649  C170 1.086
72 H -0.08677 0.70650 -2.95141  C191 1.090
73 C -3.95514 -4.40205 -0.75971  H52 1.094, H142 1.094, C193 1.542, H226 1.093
74 C -0.62756 3.35375 -2.66437  H13 1.089, C94 1.536, H95 1.091, H174 1.092
75 H 1.25411 2.36076 0.09581  O58 0.970
76 H -0.15245 -1.45721 -5.50801  C234 1.092
77 C -5.41463 2.98652 -1.65064  H103 1.088, C120 1.541, H150 1.093, H196 1.092
78 C -1.41891 -2.71798 -4.27172  C110 1.533, N141 1.470, C227 1.532, C234 1.540
79 H 3.88636 1.52499 -3.15498  C135 1.097
80 C 0.60066 0.59122 3.81138  H54 1.091, H167 1.102, C206 1.531, C208 1.506
81 C -1.97105 -2.30008 7.57638  N23 1.463, C157 1.541, C179 1.552, C201 1.518
82 O -3.21487 -6.49713 1.03175  H125 0.963, N182 1.413
83 H 1.43565 7.55400 -1.79422  C118 1.091
84 H 3.96333 7.51704 -0.84127  C124 1.097
85 C -3.48727 -2.50980 2.56711  C26 1.534, C27 1.560, H48 1.090, H202 1.091
86 H -5.11480 -2.51901 1.25956  C27 1.089
87 H -3.20905 -0.32116 -4.10235  O25 0.964
88 H -8.65803 -1.13561 0.21580  C46 1.090
89 H 1.50850 0.33573 -4.75034  C189 1.098
90 H 1.09036 5.81611 -2.16602  C118 1.091
91 H -1.87618 -3.23316 3.77521  C26 1.098
92 C -1.41634 0.88187 2.26467  H117 1.091, C208 1.539, H215 1.092, H216 1.093
93 C -2.33494 -5.62290 8.18953  H138 1.088, H154 1.095, C171 1.565, H183 1.092
94 C 0.33909 2.69580 -3.66056  N68 1.463, C70 1.548, C74 1.536, C191 1.533
95 H -1.42355 2.63314 -2.46830  C74 1.091
96 H 3.78134 1.19482 -4.73081  C135 1.100
97 H 2.07738 2.33433 -6.43400  C199 1.089
98 C 8.38188 2.99219 -1.09597  C19 1.527, H35 1.088, C60 1.533, H134 1.096
99 H -3.32223 2.99883 0.04291  C169 1.086
100 H 8.98704 2.34991 0.89265  C19 1.088
101 H 6.56069 3.96109 -2.81703  C147 1.089
102 H -1.41208 -0.53182 8.69054  C201 1.091
103 H -4.55483 3.51216 -2.06080  C77 1.088
104 H -1.44659 -3.10098 2.08415  C26 1.091
105 H 5.85573 -1.03055 -2.12467  C7 1.094
106 C 2.03198 -0.83458 2.42665  H17 1.095, H166 1.093, C198 1.562, C206 1.531
107 H 4.97194 7.74239 1.22654  C238 1.094
108 C -3.81081 -3.90477 -5.65403  C66 1.539, H131 1.097, H137 1.094, C146 1.526
109 C -3.43491 -5.43931 3.73775  H9 1.095, H33 1.091, C123 1.530, H232 1.089
110 C -1.78837 -4.20259 -4.17099  C78 1.533, C146 1.535, H177 1.094, H212 1.094
111 C -5.50855 -4.82321 1.10998  H49 1.090, H126 1.092, C193 1.547, H214 1.092
112 C 7.42553 0.25791 -1.48046  C7 1.584, N53 1.446, C173 1.540, C213 1.530
113 C -8.17656 0.77612 -1.59975  C39 1.531, H149 1.093, H181 1.088, H203 1.095
114 H 3.80838 6.83213 2.05774  C238 1.097
115 H 0.11022 -1.90690 7.52989  C179 1.097
116 H -3.70986 -2.08107 -7.84625  C192 1.094
117 H -1.46704 -0.11555 1.82660  C92 1.091
118 C 1.83352 6.53841 -1.82589  H83 1.091, H90 1.091, H188 1.096, C197 1.540
119 C -6.21903 -0.72403 -1.36867  H4 1.097, H6 1.091, C39 1.548, C176 1.496
120 C -5.07531 1.88773 -0.62531  C36 1.539, C77 1.541, N148 1.462, C169 1.550
121 N 3.08816 4.86204 -0.52220  O151 1.413, C197 1.468, C230 1.474
122 H 3.14049 -1.04310 -0.03736  C2 1.087
123 C -2.48815 -4.92250 2.65214  C26 1.545, C109 1.530, C180 1.530, N182 1.473
124 C 3.29105 7.29627 -0.00285  H47 1.088, H84 1.097, C197 1.539, C238 1.520
125 H -2.53325 -6.69117 0.37953  O82 0.963
126 H -5.49061 -5.90649 0.97670  C111 1.092
127 H 9.44322 1.17429 -3.73702  C156 1.093
128 N 0.87308 1.05765 1.42744  O58 1.400, C198 1.465, C208 1.469
129 H -5.51275 -1.95129 -6.45839  C184 1.091
130 H -0.12817 -1.78095 1.26073  C159 1.088
131 H -4.18127 -4.29836 -6.60829  C108 1.097
132 H -5.28336 -2.00023 -4.68311  C184 1.090
133 H -2.77586 -3.78479 6.25743  C157 1.091
134 H 7.38595 3.27364 -0.73578  C98 1.096
135 C 3.10870 1.53074 -3.92825  H79 1.097, H96 1.100, C185 1.561, C189 1.509
136 H 8.05110 -1.40654 -2.74275  C213 1.091
137 H -4.67005 -4.08553 -5.00157  C108 1.094
138 H -2.31257 -6.53976 8.77457  C93 1.088
139 H -3.06515 -2.21520 5.70999  C157 1.097
140 H 3.83493 2.69258 -6.30806  C199 1.090
141 N -2.63795 -2.01179 -4.69047  O25 1.426, C66 1.442, C78 1.470
142 H -4.23890 -5.37575 -1.17099  C73 1.094
143 H 3.24064 0.70757 0.55438  C2 1.088
144 H 5.87276 1.19883 -3.78922  O239 0.964
145 H -1.31075 1.72680 -4.80825  C70 1.094
146 C -2.64233 -4.81655 -5.28906  H11 1.091, C108 1.526, C110 1.535, H235 1.094
147 C 7.42527 3.52154 -3.31282  C60 1.536, H64 1.096, H101 1.089, H172 1.092
148 N -6.24687 1.29159 0.01383  O10 1.430, C39 1.481, C120 1.462
149 H -7.80084 1.29426 -2.48567  C113 1.093
150 H -5.94472 2.50694 -2.47743  C77 1.093
151 O 2.23952 3.79480 -0.89305  N121 1.413, H204 0.978
152 C -1.12276 -4.94012 10.20914  H50 1.094, C171 1.520, H194 1.096, H236 1.086
153 H -3.55464 -2.24006 0.35186  C27 1.088
154 H -3.37631 -5.28915 8.24973  C93 1.095
155 H 2.66175 3.96776 -6.33696  C199 1.095
156 C 9.49019 2.06402 -3.10451  H59 1.097, C60 1.539, H65 1.093, H127 1.093
157 C -3.08016 -2.80666 6.63393  C81 1.541, H133 1.091, H139 1.097, H187 1.086
158 H -3.75128 0.20528 -0.58210  C36 1.101
159 C 0.46061 -1.27911 0.49608  H130 1.088, C198 1.552, H225 1.092, H240 1.094
160 H -5.31764 0.39121 -3.16457  C176 1.098
161 H -7.11165 -1.20485 1.08450  C46 1.092
162 H 1.16283 1.50216 -2.01621  C191 1.095
163 H 4.53279 3.33821 2.29896  C8 1.085
164 H 1.52413 5.36011 -3.78272  O41 0.962
165 H 9.40770 -0.35953 -2.10754  C213 1.090
166 H 2.93021 -0.24985 2.64042  C106 1.093
167 H -0.17364 0.40564 4.57265  C80 1.102
168 H 1.11930 3.15917 2.85810  C231 1.085
169 C -4.13396 2.42588 0.48175  H24 1.094, H99 1.086, C120 1.550, H186 1.089
170 C 4.93108 3.33160 -0.23313  H3 1.094, H71 1.086, H207 1.092, C230 1.539
171 C -1.44757 -4.48487 8.79589  N23 1.464, C57 1.547, C93 1.565, C152 1.520
172 H 7.17012 3.26665 -4.34303  C147 1.092
173 C 7.76488 0.82269 -0.08861  C19 1.548, C112 1.540, H211 1.090, H220 1.095
174 H -1.08595 4.20686 -3.16960  C74 1.092
175 C 5.00115 5.62450 0.70402  H218 1.099, H223 1.093, C230 1.545, C238 1.509
176 C -5.13803 -0.12584 -2.21302  C36 1.523, C119 1.496, H160 1.098, H229 1.100
177 H -0.88133 -4.81497 -4.16239  C110 1.094
178 H 2.92818 3.04108 1.51606  C8 1.095
179 C -0.60007 -2.40032 6.85521  H30 1.090, C81 1.552, H115 1.097, C219 1.517
180 C -1.12846 -5.61770 2.75224  H31 1.092, H37 1.089, H67 1.094, C123 1.530
181 H -8.75809 -0.06468 -1.97220  C113 1.088
182 N -3.02697 -5.12187 1.29605  O82 1.413, C123 1.473, C193 1.455
183 H -2.17271 -5.90674 7.14795  C93 1.092
184 C -4.85113 -1.68562 -5.63289  H45 1.090, C66 1.549, H129 1.091, H132 1.090
185 C 2.81227 2.97696 -4.43647  N68 1.481, C135 1.561, C199 1.523, C205 1.545
186 H -3.86590 1.59893 1.13793  C169 1.089
187 H -4.08164 -2.83749 7.05231  C157 1.086
188 H 2.59445 6.63166 -2.60965  C118 1.096
189 C 1.89887 0.64192 -3.77135  H51 1.094, H89 1.098, C135 1.509, C191 1.527
190 H 1.37941 5.31131 1.32613  C42 1.092
191 C 0.77659 1.36770 -3.03245  H72 1.090, C94 1.533, H162 1.095, C189 1.527
192 C -2.85842 -2.22171 -7.17360  H15 1.090, H29 1.091, C66 1.535, H116 1.094
193 C -4.09703 -4.28753 0.77197  C27 1.549, C73 1.542, C111 1.547, N182 1.455
194 H -0.28156 -4.38548 10.64014  C152 1.096
195 H 1.69135 -0.93581 4.53125  C206 1.092
196 H -6.11526 3.70100 -1.21395  C77 1.092
197 C 2.37191 6.14129 -0.43905  C42 1.530, C118 1.540, N121 1.468, C124 1.539
198 C 1.45122 -0.24809 1.09998  C2 1.543, C106 1.562, N128 1.465, C159 1.552
199 C 2.83575 2.95504 -5.95959  H97 1.089, H140 1.090, H155 1.095, C185 1.523
200 H -0.52728 -3.02164 -6.17484  C234 1.092
201 C -2.13135 -0.83230 7.92782  H21 1.094, H40 1.092, C81 1.518, H102 1.091
202 H -4.20735 -2.73828 3.35487  C85 1.091
203 H -8.83276 1.52200 -1.14007  C113 1.095
204 H 2.07961 3.89595 -1.85296  O151 0.978
205 C 3.97516 3.87577 -3.95861  H62 1.092, C185 1.545, H222 1.094, H233 1.090
206 C 1.08309 -0.84965 3.62809  H14 1.088, C80 1.531, C106 1.531, H195 1.092
207 H 4.37324 2.39852 -0.34084  C170 1.092
208 C 0.02781 1.28951 2.60643  C80 1.506, C92 1.539, N128 1.469, C231 1.531
209 H 6.16467 -1.30158 -0.34699  C7 1.085
210 H -3.06143 -2.45559 10.14030  O63 0.963
211 H 8.01215 -0.00690 0.57356  C173 1.090
212 H -2.25690 -4.32720 -3.19020  C110 1.094
213 C 8.43341 -0.80822 -1.91406  H28 1.094, C112 1.530, H136 1.091, H165 1.090
214 H -5.80142 -4.63123 2.14413  C111 1.092
215 H -2.14255 0.93769 3.07850  C92 1.092
216 H -1.78766 1.54311 1.47739  C92 1.093
217 H 3.17784 4.48100 2.50042  C8 1.091
218 H 5.60707 5.40133 1.59280  C175 1.099
219 C -0.09018 -3.81843 6.67863  H12 1.099, H18 1.090, C57 1.518, C179 1.517
220 H 6.88379 1.28571 0.36768  C173 1.095
221 H 0.58230 -3.87417 8.66101  C57 1.098
222 H 4.07041 3.93450 -2.87077  C205 1.094
223 H 5.78354 5.79113 -0.04124  C175 1.093
224 H 5.29919 0.11670 -1.00748  C7 1.094
225 H -0.15881 -0.82258 -0.27849  C159 1.092
226 H -2.90801 -4.29437 -1.05269  C73 1.093
227 C -1.11396 -2.14004 -2.88584  H5 1.092, H22 1.085, C78 1.532, H228 1.095
228 H -0.59602 -2.90357 -2.29666  C227 1.095
229 H -4.44408 -0.88062 -2.61191  C176 1.100
230 C 4.08112 4.40640 0.46745  C8 1.541, N121 1.474, C170 1.539, C175 1.545
231 C 0.10882 2.77754 2.95752  H38 1.096, H55 1.091, H168 1.085, C208 1.531
232 H -4.40046 -4.94697 3.84857  C109 1.089
233 H 4.95317 3.52297 -4.28583  C205 1.090
234 C -0.24710 -2.51415 -5.24971  H1 1.089, H76 1.092, C78 1.540, H200 1.092
235 H -1.99379 -5.03514 -6.14264  C146 1.094
236 H -0.89353 -6.00122 10.23913  C152 1.086
237 H -8.09947 0.08877 1.29826  C46 1.099
238 C 4.28882 6.90207 1.07348  H107 1.094, H114 1.097, C124 1.520, C175 1.509
239 O 6.75423 0.81996 -3.69772  N53 1.403, H144 0.964
240 H 1.04906 -2.03426 -0.03249  C159 1.094

Spin multiplicity ... 1
Energy relative to the best compared isomer or geometry (same formula, charge and spin) ... 260.6 kJ/mol
Kohn-Sham gap ... 8.4 eV
Lowest unoccupied orbital energy ... 0.558 eV
Electronic energy ... -3874.0998 a.u.
E_HOMO ... -7.83 eV

These are the Löwdin partial charges, in e, on atoms 1 to 2: number 1, H, carries 0.088; number 2, C, carries -0.022

=====

The following is a DFT calculation (ωB97M-V with the def2-TZVPD basis set) of 3 unconnected molecules or ions with the total composition C2H11N2O2 in a non-equilibrium geometry.

Last columns: bonded neighbours and bond lengths (Å).
Cartesian coordinates (Å):
1 H 3.72080 1.12153 -1.80313  O13 0.952
2 H -2.19570 -1.73452 -0.58795  C6 1.141
3 H 4.28932 0.39594 -0.43535  O13 0.996
4 H -0.27389 0.09236 0.73561  N11 1.007
5 H 1.87754 0.97548 -0.14578  O16 0.981
6 C -1.28188 -1.07454 -0.41085  H2 1.141, N11 1.341, N17 1.297
7 H -0.12177 0.20599 -1.37608  N17 1.061
8 H -1.56297 -0.43200 2.84258  C14 1.154
9 H -0.62713 -1.02207 -2.40654  N17 1.006
10 H -2.88176 0.32802 1.74517  C14 1.180
11 N -1.16732 -0.37143 0.72485  H4 1.007, C6 1.341, C14 1.405
12 H -2.62769 -1.46906 1.77312  C14 1.113
13 O 3.53987 0.84995 -0.90932  H1 0.952, H3 0.996
14 C -2.05654 -0.51410 1.80282  H8 1.154, H10 1.180, N11 1.405, H12 1.113
15 H 0.92581 2.06669 0.26975  O16 0.977
16 O 0.99810 1.34190 -0.38066  H5 0.981, H15 0.977
17 N -0.55481 -0.76013 -1.43826  C6 1.297, H7 1.061, H9 1.006

Spin multiplicity ... 1
Energy relative to the best compared isomer or geometry (same formula, charge and spin) ... 102.1 kJ/mol
Kohn-Sham gap ... 11.1 eV
Lowest unoccupied orbital energy ... -3.413 eV
Electronic energy ... -342.5496 a.u.
Charge ... +1
E_HOMO ... -14.47 eV

These are the Löwdin partial charges, in e, on atoms 1 to 2: number 1, H, carries 0.055; number 2, H, carries 0.190

=====

> lowest unoccupied orbital energy of number 1 (C72H152N8O8)?

0.558 eV

=====

> Which of these has the highest lowest unoccupied orbital energy?

C72H152N8O8